# C10H14ClN3

The molecule C10H14ClN3 in a non-equilibrium geometry (ωB97M-V with the def2-TZVPD basis set, the OMol25 dataset).

HOMO level (alpha / beta), eV: -7.197 / -6.297
E_LUMO (alpha / beta), eV: 0.388 / 0.326
DFT total energy, eV: -27586.5426
Kohn-Sham gap (alpha / beta), eV: 7.58 / 6.62

```
! wB97M-V def2-TZVPD RIJCOSX def2/J DEFGRID3
* xyz 0 1
C -2.64647 -1.75859 -2.03696
C -1.39741 -2.30843 -1.79226
C -2.83205 -0.39054 -1.89602
C -0.34916 -1.50809 -1.38865
C -1.78556 0.41748 -1.50621
C -0.52254 -0.12507 -1.22826
C 1.42256 0.28709 2.29902
C 1.46400 -0.55528 1.01686
C 0.54645 0.72574 -0.80066
C -0.47368 1.55189 1.42483
N 0.72554 1.55868 2.11877
N 1.67384 0.23472 -0.19518
N 2.77268 1.10768 -0.20899
Cl -1.72058 0.36839 1.88948
H -3.46932 -2.38912 -2.34012
H -1.24076 -3.37032 -1.91975
H -3.80325 0.04250 -2.08763
H 0.63121 -1.93489 -1.23766
H -1.93083 1.47997 -1.38257
H 0.96242 -0.32522 3.09058
H 2.44200 0.53150 2.61764
H 2.26993 -1.29263 1.10691
H 0.51671 -1.07982 0.90229
H 0.62051 1.72992 -1.18919
H -0.91133 2.52975 1.28545
H 0.71856 2.08079 2.99623
H 3.62053 0.56901 -0.05223
H 2.69601 1.82285 0.51429
*
```